The following is a quantum chemistry calculation of 9 unconnected molecules or ions with the total composition C53H47F8N2O2, from OMol25.

- HOMO level: -10.9 eV
- Gap between HOMO and LUMO: 6.65 eV
- Lowest unoccupied orbital energy: -0.15780 Ha

Geometry as ORCA input:
```
! wB97M-V def2-TZVPD RIJCOSX def2/J DEFGRID3
* xyz 1 1
O 3.678 -1.485 0.494
O 3.378 -0.130 0.149
C 2.396 -0.155 -0.863
C 1.027 -0.416 -0.290
C 0.525 -1.681 0.028
C -0.720 -1.752 0.609
C -1.418 -0.551 0.834
N -0.953 0.624 0.499
N 0.252 0.632 -0.052
H 3.287 -1.564 1.378
H 2.629 -0.908 -1.621
H 2.430 0.819 -1.349
H 1.117 -2.560 -0.189
H -1.177 -2.693 0.889
H -2.393 -0.567 1.302
H 0.580 1.560 -0.311
F -1.662 4.985 3.162
C -0.422 4.464 3.151
C 0.614 5.187 3.707
C 1.889 4.640 3.696
C 2.109 3.390 3.132
C 1.049 2.688 2.576
C -0.234 3.220 2.582
H 0.419 6.160 4.138
H 2.710 5.190 4.132
H 3.104 2.964 3.129
H 1.224 1.706 2.152
H -1.079 2.688 2.168
F 2.141 0.011 -4.684
C 3.409 -0.445 -4.882
C 4.453 0.303 -4.380
C 5.745 -0.184 -4.519
C 5.971 -1.392 -5.163
C 4.900 -2.117 -5.669
C 3.602 -1.647 -5.529
H 4.251 1.252 -3.899
H 6.576 0.388 -4.129
H 6.979 -1.766 -5.275
H 5.073 -3.055 -6.179
H 2.754 -2.198 -5.913
F -0.840 -0.975 4.075
C -0.848 -0.101 5.121
C -2.063 0.277 5.650
C -2.064 1.175 6.709
C -0.869 1.672 7.210
C 0.338 1.268 6.656
C 0.357 0.367 5.601
H -2.981 -0.124 5.243
H -3.005 1.484 7.143
H -0.879 2.372 8.034
H 1.270 1.655 7.044
H 1.284 0.035 5.156
F 0.895 2.272 -2.147
C 0.109 2.985 -3.024
C -0.049 2.500 -4.304
C -0.866 3.211 -5.172
C -1.485 4.380 -4.751
C -1.294 4.842 -3.456
C -0.489 4.139 -2.571
H 0.444 1.584 -4.597
H -1.014 2.849 -6.180
H -2.116 4.933 -5.433
H -1.773 5.755 -3.129
H -0.329 4.477 -1.555
F -4.467 -3.346 -4.362
C -4.503 -2.431 -3.377
C -5.704 -2.185 -2.740
C -5.735 -1.260 -1.707
C -4.574 -0.605 -1.318
C -3.379 -0.893 -1.962
C -3.331 -1.803 -3.009
H -6.591 -2.727 -3.038
H -6.665 -1.071 -1.188
H -4.600 0.108 -0.504
H -2.463 -0.404 -1.660
H -2.407 -2.046 -3.516
F -4.640 -3.955 2.556
C -4.926 -4.775 1.523
C -4.949 -4.246 0.249
C -5.235 -5.091 -0.815
C -5.494 -6.436 -0.595
C -5.463 -6.940 0.700
C -5.175 -6.109 1.774
H -4.747 -3.194 0.094
H -5.237 -4.688 -1.818
H -5.717 -7.090 -1.428
H -5.667 -7.987 0.878
H -5.143 -6.481 2.789
F 4.210 6.912 4.190
C 4.686 7.005 2.927
C 5.133 5.861 2.298
C 5.621 5.966 1.003
C 5.655 7.197 0.363
C 5.197 8.330 1.021
C 4.705 8.241 2.315
H 5.106 4.911 2.815
H 5.979 5.080 0.495
H 6.041 7.274 -0.644
H 5.226 9.292 0.528
H 4.342 9.110 2.847
F -1.272 -4.806 1.629
C -0.928 -5.673 0.638
C 0.396 -6.039 0.519
C 0.745 -6.916 -0.500
C -0.223 -7.399 -1.370
C -1.547 -7.010 -1.220
C -1.916 -6.138 -0.205
H 1.130 -5.658 1.218
H 1.775 -7.227 -0.607
H 0.054 -8.084 -2.159
H -2.305 -7.387 -1.894
H -2.943 -5.829 -0.065
*
```

The following is a quantum chemistry calculation of a molecular structure, C53H47N8OP2S2Sr, from OMol25.

- HOMO level: -9.4 eV
- Gap between HOMO and LUMO: 6.79 eV
- ΔE to the lowest compared entry with this formula, charge and spin: 8.46 kcal/mol
- Lowest unoccupied orbital energy: -0.09577 Ha

Geometry as ORCA input:
```
! wB97M-V def2-TZVPD RIJCOSX def2/J DEFGRID3
* xyz 1 1
Sr -0.233 -0.071 0.096
O -0.191 1.647 2.443
N 0.791 2.167 1.613
C 1.958 2.101 2.107
C 2.372 1.580 3.436
C 2.868 2.483 4.374
C 3.357 2.033 5.587
C 3.388 0.671 5.860
C 2.908 -0.230 4.926
C 2.376 0.211 3.713
P 1.729 -0.990 2.490
C 3.121 -2.181 2.449
C 4.363 -1.680 2.055
C 5.469 -2.509 1.984
C 5.344 -3.860 2.285
C 4.112 -4.366 2.666
C 3.005 -3.531 2.753
C 0.396 -1.867 3.376
C -0.044 -1.536 4.655
C -1.111 -2.219 5.223
C -1.754 -3.227 4.521
C -1.330 -3.553 3.240
C -0.267 -2.873 2.669
H -1.013 2.070 2.099
H 2.729 2.501 1.453
H 2.866 3.542 4.146
H 3.728 2.742 6.315
H 3.790 0.312 6.798
H 2.943 -1.293 5.133
H 4.470 -0.623 1.830
H 6.434 -2.103 1.704
H 6.207 -4.511 2.231
H 4.010 -5.416 2.910
H 2.054 -3.939 3.070
H 0.431 -0.739 5.210
H -1.446 -1.953 6.218
H -2.591 -3.750 4.964
H -1.837 -4.328 2.679
H 0.059 -3.134 1.666
N 0.256 0.978 -3.452
P -1.078 1.608 -2.528
C -1.438 3.120 -3.479
C -1.043 4.339 -2.933
C -1.195 5.511 -3.663
C -1.743 5.467 -4.936
C -2.140 4.254 -5.485
C -1.990 3.083 -4.759
C -2.422 0.481 -3.019
C -2.186 -0.881 -3.191
C -3.244 -1.761 -3.375
C -4.548 -1.289 -3.391
C -4.792 0.067 -3.214
C -3.738 0.945 -3.021
C 1.547 1.054 -2.943
C 2.630 1.350 -3.780
C 3.890 1.437 -3.228
C 4.059 1.213 -1.865
C 2.939 0.899 -1.125
N 1.706 0.825 -1.637
H 0.215 1.146 -4.449
H -0.633 4.371 -1.932
H -0.892 6.457 -3.233
H -1.866 6.381 -5.503
H -2.573 4.223 -6.476
H -2.317 2.140 -5.184
H -1.171 -1.258 -3.158
H -3.049 -2.819 -3.495
H -5.372 -1.975 -3.534
H -5.809 0.439 -3.225
H -3.933 2.002 -2.880
H 2.462 1.547 -4.831
H 4.737 1.692 -3.854
H 5.030 1.274 -1.394
H 3.023 0.665 -0.069
C 2.624 -2.439 -5.737
C 2.912 -2.399 -4.274
C 4.146 -2.232 -3.723
C 4.238 -2.164 -2.316
N 3.185 -2.267 -1.525
C 1.972 -2.469 -2.060
S 0.580 -2.733 -1.147
N 1.863 -2.512 -3.428
C 5.568 -1.994 -1.659
H 3.532 -2.635 -6.300
H 2.219 -1.478 -6.061
H 1.890 -3.211 -5.971
H 5.023 -2.146 -4.347
H 0.931 -2.667 -3.789
H 6.182 -1.271 -2.196
H 6.097 -2.950 -1.671
H 5.432 -1.694 -0.623
S -2.117 3.250 0.397
C -3.557 2.965 1.200
N -4.740 2.987 0.507
C -5.939 2.722 1.070
C -6.001 2.446 2.395
C -4.772 2.481 3.087
N -3.613 2.733 2.533
H -4.668 3.191 -0.479
H -6.800 2.746 0.417
H -6.928 2.202 2.888
H -4.758 2.294 4.156
N -7.573 -0.749 3.330
C -6.510 -0.777 2.888
C -5.192 -0.728 2.324
C -4.081 -0.567 3.150
C -2.829 -0.380 2.585
C -2.593 -0.395 1.200
C -3.741 -0.617 0.412
C -5.018 -0.756 0.940
H -4.213 -0.564 4.227
H -1.998 -0.224 3.267
H -3.656 -0.673 -0.672
H -5.880 -0.893 0.297
*
```

The following is a quantum chemistry calculation of a molecular structure, C53H49BiClNO3P2Si, from OMol25.

- HOMO level: -8.0 eV
- Gap between HOMO and LUMO: 8.43 eV
- ΔE to the lowest compared entry with this formula, charge and spin: 12.55 kcal/mol
- Lowest unoccupied orbital energy: 0.01553 Ha

Geometry as ORCA input:
```
! wB97M-V def2-TZVPD RIJCOSX def2/J DEFGRID3
* xyz 0 1
Bi -0.934 -0.814 1.278
C -1.279 -3.960 1.464
C -2.522 -3.297 1.533
C -2.470 -2.372 2.588
C -1.154 -2.455 3.169
C -0.446 -3.463 2.472
H -1.006 -4.710 0.735
H -3.363 -3.448 0.870
H -3.284 -1.769 2.967
H -0.858 -2.000 4.104
H 0.572 -3.764 2.676
Cl 1.426 -0.402 4.417
C 3.038 -0.975 4.105
C 3.813 -1.310 5.207
C 5.133 -1.682 5.026
C 5.672 -1.703 3.747
C 4.877 -1.385 2.659
C 3.537 -1.027 2.804
P 2.457 -0.677 1.332
C 3.122 -1.893 0.135
C 2.376 -3.063 0.003
C 2.825 -4.106 -0.795
C 4.026 -3.986 -1.477
C 4.767 -2.815 -1.371
C 4.317 -1.774 -0.574
C 3.129 0.941 0.801
C 3.417 1.900 1.773
C 3.812 3.178 1.407
C 3.919 3.518 0.064
C 3.611 2.579 -0.909
C 3.207 1.302 -0.543
H 3.375 -1.269 6.195
H 5.740 -1.945 5.883
H 6.708 -1.974 3.594
H 5.311 -1.426 1.670
H 1.429 -3.155 0.523
H 2.231 -5.007 -0.891
H 4.379 -4.797 -2.101
H 5.700 -2.712 -1.911
H 4.904 -0.866 -0.506
H 3.332 1.646 2.824
H 4.035 3.911 2.173
H 4.234 4.514 -0.221
H 3.666 2.841 -1.958
H 2.933 0.590 -1.313
N -0.088 1.378 -0.403
C 0.212 1.715 -1.768
C 0.436 3.051 -2.105
C 0.687 3.425 -3.411
C 0.705 2.460 -4.411
C 0.490 1.133 -4.079
C 0.257 0.740 -2.758
P 0.051 -1.012 -2.272
C 0.842 -1.847 -3.704
C 0.158 -2.560 -4.684
C 0.849 -3.187 -5.714
C 2.229 -3.101 -5.785
C 2.921 -2.388 -4.815
C 2.232 -1.778 -3.777
C -1.737 -1.327 -2.528
C -2.646 -0.363 -2.957
C -3.997 -0.671 -3.072
C -4.452 -1.945 -2.767
C -3.554 -2.914 -2.335
C -2.210 -2.602 -2.206
H -1.084 1.623 -0.263
H 0.419 2.009 0.213
H 0.405 3.800 -1.320
H 0.857 4.467 -3.652
H 0.887 2.738 -5.441
H 0.516 0.381 -4.858
H -0.924 -2.620 -4.654
H 0.298 -3.735 -6.469
H 2.764 -3.590 -6.589
H 3.999 -2.316 -4.859
H 2.781 -1.238 -3.013
H -2.309 0.638 -3.194
H -4.698 0.095 -3.380
H -5.506 -2.179 -2.849
H -3.906 -3.906 -2.084
H -1.516 -3.351 -1.835
O -5.419 -1.336 0.551
C -5.864 -0.119 0.188
C -7.234 0.018 -0.039
C -7.756 1.235 -0.425
C -6.929 2.344 -0.595
C -5.572 2.208 -0.373
C -5.017 0.989 0.015
C -3.534 0.914 0.205
O -2.829 1.904 0.034
O -3.078 -0.243 0.599
H -4.440 -1.254 0.615
H -7.864 -0.853 0.096
H -8.822 1.326 -0.597
H -7.342 3.298 -0.895
H -4.898 3.045 -0.501
C 0.857 4.452 3.626
Si -0.901 3.832 3.632
C -1.594 3.901 5.358
C -1.959 4.804 2.452
C -0.889 2.093 3.038
C -0.905 0.987 2.537
H 0.913 5.437 4.097
H 1.244 4.536 2.608
H 1.508 3.773 4.181
H -1.622 4.936 5.708
H -0.981 3.322 6.052
H -2.610 3.502 5.391
H -2.106 5.826 2.812
H -2.937 4.331 2.339
H -1.501 4.850 1.461
*
```

The following is a quantum chemistry calculation of a molecular structure, C53H50AsCrIN2O2P2S3, from OMol25.

- HOMO level (spin up / spin down): -9.9 / -10.0 eV
- Gap between HOMO and LUMO (spin up / spin down): 6.63 / 7.07 eV
- ΔE to the lowest compared entry with this formula, charge and spin: 0.00 kcal/mol
- Lowest unoccupied orbital energy (spin up / spin down): -0.12141 / -0.10893 Ha

Geometry as ORCA input:
```
! wB97M-V def2-TZVPD RIJCOSX def2/J DEFGRID3
* xyz 1 4
Cr 0.285 -0.121 -0.307
I -0.186 2.070 1.391
C -1.770 1.567 2.722
C -2.589 2.632 2.974
C -3.572 2.555 3.970
C -3.677 1.409 4.697
C -2.855 0.290 4.429
C -2.992 -0.844 5.257
C -2.146 -1.902 5.128
C -1.211 -1.895 4.088
C -1.095 -0.865 3.177
P -0.028 -1.374 1.734
C -0.688 -3.060 1.402
C -0.298 -4.210 2.088
C -0.840 -5.441 1.755
C -1.746 -5.555 0.710
C -2.105 -4.425 -0.007
C -1.590 -3.192 0.353
C 1.545 -1.740 2.588
C 1.942 -0.990 3.696
C 3.188 -1.191 4.268
C 4.051 -2.145 3.751
C 3.650 -2.921 2.674
C 2.406 -2.721 2.095
C -1.872 0.318 3.382
H -2.464 3.555 2.425
H -4.202 3.410 4.172
H -4.383 1.333 5.514
H -3.765 -0.837 6.014
H -2.201 -2.754 5.791
H -0.563 -2.750 3.984
H 0.445 -4.171 2.874
H -0.530 -6.321 2.305
H -2.156 -6.520 0.443
H -2.762 -4.495 -0.864
H -1.876 -2.319 -0.211
H 1.263 -0.265 4.129
H 3.484 -0.607 5.129
H 5.024 -2.295 4.201
H 4.297 -3.694 2.280
H 2.092 -3.357 1.283
S 0.974 -2.205 -1.137
C 2.726 -2.360 -1.076
C 3.278 -3.598 -1.411
C 4.646 -3.792 -1.338
C 5.481 -2.769 -0.907
C 4.939 -1.546 -0.553
C 3.569 -1.330 -0.655
As 2.706 0.332 -0.219
C 3.855 1.257 1.072
C 3.376 1.593 2.332
C 4.113 2.405 3.182
C 5.356 2.869 2.785
C 5.854 2.524 1.535
C 5.101 1.743 0.675
C 3.237 1.465 -1.714
C 3.731 0.974 -2.915
C 4.005 1.851 -3.955
C 3.785 3.211 -3.802
C 3.300 3.706 -2.600
C 3.032 2.834 -1.559
H 2.619 -4.402 -1.714
H 5.067 -4.752 -1.609
H 6.550 -2.923 -0.847
H 5.573 -0.749 -0.183
H 2.421 1.214 2.656
H 3.699 2.693 4.140
H 5.931 3.505 3.445
H 6.823 2.884 1.218
H 5.472 1.521 -0.318
H 3.901 -0.090 -3.039
H 4.394 1.474 -4.892
H 3.985 3.891 -4.620
H 3.127 4.766 -2.472
H 2.651 3.205 -0.612
N 0.343 0.632 -4.505
C 0.477 -0.062 -3.364
N 0.374 0.699 -2.294
C 0.112 1.985 -2.774
C -0.129 3.190 -2.122
C -0.313 4.320 -2.895
C -0.264 4.276 -4.292
C -0.061 3.084 -4.958
C 0.109 1.950 -4.175
H 0.344 0.232 -5.427
H 0.664 -1.118 -3.355
H -0.182 3.258 -1.046
H -0.501 5.267 -2.406
H -0.401 5.189 -4.855
H -0.035 3.026 -6.038
C -3.392 2.656 -3.712
C -4.170 1.596 -2.958
C -5.598 1.477 -3.457
O -3.504 0.333 -3.175
P -3.106 -0.712 -2.045
S -2.261 -2.209 -2.949
S -2.048 0.351 -0.631
O -4.498 -1.112 -1.346
C -5.044 -0.761 -0.048
C -6.252 0.140 -0.245
C -5.404 -2.029 0.702
H -3.864 3.630 -3.578
H -3.382 2.416 -4.776
H -2.366 2.711 -3.353
H -4.154 1.816 -1.885
H -5.593 1.202 -4.512
H -6.114 2.431 -3.344
H -6.146 0.712 -2.908
H -4.292 -0.212 0.516
H -7.010 -0.358 -0.850
H -5.958 1.069 -0.733
H -6.679 0.382 0.729
H -6.161 -2.592 0.154
H -5.793 -1.769 1.688
H -4.535 -2.663 0.846
*
```

no.,DFT total energy (Eh)
1,-3106.376114
2,-4070.824979
3,-3976.554325
4,-7764.849280